1.
The following is a quantum chemistry calculation of 2 unconnected molecules or ions with the total composition CH4NO in a non-equilibrium geometry, from the Open Molecules 2025 dataset.

HOMO energy = -0.0850 Ha
2S+1 = 1
Net charge = -1
Orbital gap = 7.275 eV
Strongest force on any atom = 0.090 Eh/bohr
Electronic energy = -170.33218 Eh

XYZ file:
```
7
CH4NO wB97M-V/def2-TZVPD
O 0.255 1.817 -0.930
N -0.849 -1.403 0.754
H -0.688 1.754 -1.138
H 0.104 0.554 -0.219
H 1.127 -0.431 1.096
H -0.115 -1.831 -0.026
C 0.166 -0.459 0.462
```

These are the natural (NBO) partial charges, in e, on atoms 1 to 4: number 1, O, carries -1.222; number 2, N, carries -0.881; number 3, H, carries 0.404; number 4, H, carries 0.296

2.
The following is a quantum chemistry calculation of 2 unconnected molecules or ions with the total composition C6H14N2O in a non-equilibrium geometry, from the Open Molecules 2025 dataset.

HOMO energy = -0.3634 Ha
2S+1 = 1
SMILES = CC[C@@H](C)O.N#CCN
Orbital gap = 10.747 eV
Strongest force on any atom = 0.055 Eh/bohr
Electronic energy = -421.71826 Eh

XYZ file:
```
23
C6H14N2O wB97M-V/def2-TZVPD
C 0.802 0.461 1.309
C 1.894 0.859 0.326
H -1.988 2.500 0.309
H 1.785 0.407 -0.655
H -2.311 0.198 0.292
O -1.604 -0.111 0.868
H -0.622 1.925 -0.660
H 1.928 1.937 0.176
H 1.106 -2.263 -0.572
C -0.117 -0.753 -1.337
H -0.543 -2.201 0.086
H 0.794 -0.597 1.571
H 0.140 -3.033 -2.658
N -0.422 0.116 -2.038
H 1.081 0.946 2.247
H -0.349 3.011 0.736
C -0.944 2.184 0.355
N -0.358 -3.138 -1.774
H -1.346 -3.051 -1.983
C -0.800 0.972 1.243
H 2.863 0.533 0.695
C 0.053 -2.114 -0.826
H -1.043 1.214 2.289
```

These are the natural (NBO) partial charges, in e, on atoms 1 to 4: number 1, C, carries -0.430; number 2, C, carries -0.620; number 3, H, carries 0.204; number 4, H, carries 0.207

3.
The following is a quantum chemistry calculation of C4H5NO in the gas phase, from the Open Molecules 2025 dataset.

HOMO energy = -0.3366 Ha
2S+1 = 1
SMILES = Cc1ncco1
Orbital gap = 10.192 eV
Strongest force on any atom = 0.007 Eh/bohr
Electronic energy = -285.39816 Eh

XYZ file:
```
11
C4H5NO wB97M-V/def2-TZVPD
C 0.840 -1.582 0.124
C -0.332 0.127 -0.311
C 0.444 -1.063 1.307
H 0.650 -1.240 2.350
H 0.199 1.938 -1.160
C -0.727 1.476 -0.802
H -1.466 1.507 -1.603
O -0.331 0.020 1.038
H 1.514 -2.406 -0.054
H -1.082 2.046 0.059
N 0.322 -0.815 -0.910
```

These are the natural (NBO) partial charges, in e, on atoms 1 to 4: number 1, C, carries -0.117; number 2, C, carries 0.495; number 3, C, carries 0.033; number 4, H, carries 0.212

4.
The following is a quantum chemistry calculation of C6H7ClO in the gas phase in a non-equilibrium geometry, from the Open Molecules 2025 dataset.

HOMO energy = -0.3355 Ha
2S+1 = 1
SMILES = C=C/C=C(\C=O)CCl
Orbital gap = 8.371 eV
Strongest force on any atom = 0.062 Eh/bohr
Electronic energy = -768.18445 Eh

XYZ file:
```
15
C6H7ClO wB97M-V/def2-TZVPD
H -2.627 -1.988 0.744
C 0.061 0.122 0.440
C 1.549 0.022 0.765
H -2.582 0.132 -1.548
C -0.355 1.451 0.026
O -1.495 1.870 0.075
C -2.120 -1.188 0.141
Cl 2.634 -0.337 -0.554
H 1.885 0.979 1.187
H -0.328 -1.913 0.873
H 0.432 2.133 -0.273
H -3.960 -0.880 -0.757
C -2.925 -0.583 -0.764
C -0.776 -0.979 0.572
H 1.767 -0.758 1.509
```

These are the natural (NBO) partial charges, in e, on atoms 1 to 4: number 1, H, carries 0.205; number 2, C, carries -0.162; number 3, C, carries -0.416; number 4, H, carries 0.209

5.
The following is a quantum chemistry calculation of a molecular structure, C21H22Cl2N9O3PdSi, from the Open Molecules 2025 dataset.

HOMO energy = -0.1881 Ha
2S+1 = 1
Net charge = -1
Orbital gap = 7.546 eV
Strongest force on any atom = 0.009 Eh/bohr
Electronic energy = -2869.75639 Eh

XYZ file:
```
59
C21H22Cl2N9O3PdSi wB97M-V/def2-TZVPD
N -2.297 1.575 0.773
N -1.193 2.127 0.349
C 1.888 3.724 -3.219
O -1.337 -1.567 0.466
H -7.351 -0.347 0.149
O -1.145 -3.214 -1.039
N -2.149 1.389 2.060
C -3.092 -3.640 -3.929
Cl -3.914 -5.185 -3.884
H -1.986 -4.228 -5.643
N -3.090 0.721 2.831
C 1.342 2.415 -3.350
H 3.325 -2.946 -0.440
C 2.360 -2.624 -0.845
Si 1.735 -1.077 0.030
N -4.314 -3.013 -1.974
H 1.205 -0.546 2.409
H 1.639 -3.435 -0.742
C -1.759 -1.255 -4.063
C -6.459 -0.955 0.233
C -5.921 -1.561 -0.890
O 0.666 0.545 -2.450
H -4.822 -3.859 -2.177
H 2.421 -1.832 2.308
C -4.702 -1.917 1.548
C -4.768 -2.332 -0.807
Cl -2.953 -0.168 -1.942
H 0.572 2.675 1.427
N 1.129 1.723 -2.254
H -3.887 1.338 2.944
C 3.066 0.251 -0.105
H -3.025 -4.313 0.030
C -2.703 -1.475 -3.072
N 2.332 4.784 -3.140
H -6.378 -1.429 -1.863
C 1.033 1.898 -4.648
C -3.393 -2.685 -2.943
H 2.480 -2.431 -1.913
H 2.760 1.181 0.377
H -4.236 -2.089 2.513
H -2.704 -3.568 1.614
H -0.742 -2.055 -5.766
H 3.301 0.487 -1.143
C -0.422 2.262 1.449
H -3.383 -0.081 2.277
N -0.993 1.788 2.539
C -1.682 -2.687 -0.070
C -2.899 -3.369 0.558
C -5.846 -1.138 1.462
N 0.784 1.482 -5.692
H 0.704 -2.184 2.014
Pd -0.234 -0.474 -0.889
C 1.496 -1.449 1.867
H 3.981 -0.106 0.380
C -2.168 -3.435 -4.931
H -1.230 -0.311 -4.077
C -4.139 -2.526 0.429
H -6.262 -0.686 2.354
C -1.484 -2.232 -5.000
```

These are the natural (NBO) partial charges, in e, on atoms 1 to 4: number 1, N, carries -0.057; number 2, N, carries -0.260; number 3, C, carries 0.292; number 4, O, carries -0.780

6.
The following is a quantum chemistry calculation of 12 unconnected molecules or ions with the total composition C16H56N12O12 in a non-equilibrium geometry, from the Open Molecules 2025 dataset.

HOMO energy = -0.3213 Ha
2S+1 = 1
SMILES = NC(N)=O.NC(N)=O.NC(N)=O.NC(N)=O.NC(N)=O.NC(N)=O.CCO.CCO.CCO.CCO.CO.CO
Orbital gap = 8.892 eV
Strongest force on any atom = 0.209 Eh/bohr
Electronic energy = -2203.02672 Eh

XYZ file:
```
96
C16H56N12O12 wB97M-V/def2-TZVPD
H -4.620 22.376 6.135
H -2.007 21.881 3.185
H -2.949 22.219 6.780
H 3.738 24.367 6.561
H -0.799 24.800 5.429
N 1.876 20.673 2.085
H -0.080 25.706 0.930
O -2.160 20.236 5.479
H 3.898 25.725 0.556
H 2.738 24.107 5.120
O 4.482 18.107 5.238
H -5.197 21.128 4.451
C -2.150 24.499 6.895
O 0.333 20.689 4.382
H 3.755 21.697 6.611
H -0.579 19.930 0.226
O 0.262 25.406 3.615
H -2.950 23.137 2.304
H 1.435 23.974 8.159
H -4.192 20.927 2.167
N -4.354 20.610 4.629
H -0.218 19.540 1.798
H -1.860 22.959 8.097
N -1.708 25.033 5.857
C 3.496 18.836 4.564
H 2.962 19.800 6.234
H 2.373 23.412 1.877
N 3.342 18.875 3.318
C 2.983 24.795 5.935
H -2.711 20.200 1.556
H 2.524 18.908 8.236
O 2.579 25.863 2.249
H -0.406 20.281 4.869
C 0.425 16.902 3.253
H 2.390 22.658 7.029
H 2.784 21.184 2.094
C -3.362 20.877 5.389
O 1.947 20.904 -0.220
N -1.441 23.513 7.338
C 2.245 20.965 7.844
N 2.938 21.839 7.224
O -0.886 17.602 7.501
C 0.407 21.981 4.824
H -1.167 15.794 3.548
H 1.907 20.076 4.788
H 3.333 25.807 5.585
H 4.407 24.783 2.031
H 3.868 18.241 2.709
H 2.212 17.590 3.012
O -3.358 24.965 7.441
H 1.303 20.861 2.933
H -2.900 21.638 -0.127
N -3.698 21.851 6.129
N 2.789 19.652 5.186
O -0.231 18.079 2.860
C 2.803 23.885 0.985
O 0.972 21.143 8.415
H -2.266 25.737 5.358
H 0.043 23.668 2.525
H -1.552 22.361 1.694
H -1.787 17.979 7.405
H 0.340 14.837 3.667
H 2.003 24.113 0.311
N 1.710 16.746 3.302
C 3.522 25.134 1.461
H -0.414 18.253 5.668
H -0.453 23.315 7.219
C -0.997 25.430 1.481
N -0.147 15.757 3.647
O -3.699 21.623 0.436
H -0.527 22.564 4.979
C -3.279 21.111 1.667
C -2.405 22.171 2.262
H 2.668 19.507 2.805
H 1.034 22.681 4.269
H 0.968 17.479 6.566
O 1.327 23.910 7.185
H -1.576 24.889 0.798
H -1.585 26.278 1.815
H 0.920 25.546 6.098
H 1.847 25.831 7.485
C 0.033 18.095 6.592
H 0.403 19.095 6.888
H 0.778 21.799 5.873
H 1.119 25.465 3.188
H 3.458 23.183 0.513
H 2.166 16.115 3.936
H -1.420 24.301 3.304
H 2.852 26.784 2.329
N 2.898 19.820 7.855
C -0.545 24.603 2.727
C 1.337 20.529 0.936
C 1.721 25.133 6.678
H -4.261 19.857 3.951
H 3.962 19.858 7.874
N 0.111 20.015 1.001
```

These are the Mulliken partial charges, in e, on atoms 1 to 4: number 1, H, carries 0.194; number 2, H, carries -0.022; number 3, H, carries 0.056; number 4, H, carries 0.444